Arrangement 1

Density functional theory data (ωB97M-V/def2-TZVPD) for a 3-piece molecular cluster, C5H16N4 overall.

The geometry in ORCA input format:
```
! RIJCOSX wB97M-V def2-TZVPD def2/J DEFGRID3
* xyz 0 1
C 0.486 0.033 0.264
C 0.360 -0.409 -1.081
C -1.629 0.212 0.309
C 0.825 -1.007 1.308
C 1.003 1.418 0.579
N 0.003 0.422 -2.151
N 2.306 -0.633 -1.447
N -2.412 -0.778 -0.332
N -2.009 0.239 1.660
H 0.037 -1.436 -1.214
H -1.667 1.200 -0.155
H 0.267 -0.036 -3.017
H 0.511 1.298 -2.121
H 2.690 -1.363 -0.844
H 2.844 0.205 -1.217
H -3.408 -0.644 -0.165
H -2.274 -0.752 -1.336
H -2.029 -0.687 2.074
H -2.073 1.154 2.084
H 0.439 -1.993 1.041
H 1.907 -1.082 1.442
H 0.406 -0.728 2.283
H 2.027 1.377 0.956
H 1.002 2.098 -0.274
H 0.387 1.894 1.354
*
```

Properties
HOMO-LUMO gap: 7.518 eV
HOMO: -6.71 eV

Charges obtained by natural (NBO) population analysis, quoted in units of e:
1. C -0.016
2. C 0.190
3. C 0.185
4. C -0.639
5. C -0.648
6. N -0.835
7. N -1.072
8. N -0.873
9. N -0.893
10. H 0.211
11. H 0.153
12. H 0.390
13. H 0.368
14. H 0.325
15. H 0.323
16. H 0.375
17. H 0.372
18. H 0.397
19. H 0.399
20. H 0.217
21. H 0.217
22. H 0.213
23. H 0.224
24. H 0.204
25. H 0.214



Arrangement 2

Density functional theory data (ωB97M-V/def2-TZVPD) for a 2-piece molecular cluster, C5H16N4 overall.

The geometry in ORCA input format:
```
! RIJCOSX wB97M-V def2-TZVPD def2/J DEFGRID3
* xyz 0 1
H 0.546 -0.873 -2.728
N 0.152 -0.075 -2.242
C 0.770 0.192 -1.152
C 2.061 -0.420 -0.675
N 0.153 1.160 -0.309
C -0.746 2.119 -0.942
C 0.940 1.737 0.776
H 2.855 0.328 -0.668
H 1.949 -0.828 0.328
H 2.338 -1.231 -1.346
H -1.170 1.642 -1.821
H -1.531 2.381 -0.229
H -0.227 3.036 -1.230
H 0.308 2.427 1.334
H 1.297 0.955 1.445
H 1.814 2.290 0.416
C -1.963 -2.167 0.498
N -0.751 -1.383 0.538
N -0.197 -1.167 1.833
H -2.835 -1.608 0.876
H -2.163 -2.429 -0.541
H -1.853 -3.088 1.085
H -0.812 -0.313 0.050
H -0.068 -2.058 2.312
H -0.868 -0.628 2.391
*
```

Properties
HOMO-LUMO gap: 8.910 eV
HOMO: -7.98 eV
structure (SMILES): [H]/N=C(\C)N(C)C.CNN

Charges obtained by natural (NBO) population analysis, quoted in units of e:
1. H 0.346
2. N -0.739
3. C 0.494
4. C -0.697
5. N -0.485
6. C -0.419
7. C -0.416
8. H 0.223
9. H 0.254
10. H 0.226
11. H 0.253
12. H 0.191
13. H 0.183
14. H 0.205
15. H 0.230
16. H 0.177
17. C -0.422
18. N -0.528
19. N -0.686
20. H 0.154
21. H 0.206
22. H 0.184
23. H 0.407
24. H 0.344
25. H 0.314



Stability ranking, top and bottom: arrangement 2 is the most stable and arrangement 1 is the least stable.



Arrangement 1

Density functional theory data (ωB97M-V/def2-TZVPD) for a 2-piece molecular cluster, C4H9NSi overall.

The geometry in ORCA input format:
```
! RIJCOSX wB97M-V def2-TZVPD def2/J DEFGRID3
* xyz 0 1
C 1.359 1.799 -2.263
C 0.987 1.090 -1.363
C 0.523 -1.879 -0.103
C -2.197 0.193 0.258
N 1.084 0.733 1.435
Si 0.322 0.127 0.035
H 1.505 2.493 -3.003
H 0.571 -2.144 0.961
H -0.450 -2.309 -0.342
H 1.449 -2.217 -0.624
H -2.270 -0.389 1.248
H -2.684 1.143 0.346
H -2.593 -0.486 -0.489
H 1.122 0.150 2.247
H 1.271 1.698 1.658
*
```

Properties
HOMO-LUMO gap: 9.253 eV
HOMO: -8.39 eV

Charges obtained by natural (NBO) population analysis, quoted in units of e:
1. C -0.135
2. C -0.543
3. C -1.057
4. C -0.929
5. N -1.310
6. Si 1.639
7. H 0.219
8. H 0.223
9. H 0.245
10. H 0.247
11. H 0.194
12. H 0.202
13. H 0.197
14. H 0.398
15. H 0.410



Arrangement 2

Density functional theory data (ωB97M-V/def2-TZVPD) for the molecule C4H9NSi.

The geometry in ORCA input format:
```
! RIJCOSX wB97M-V def2-TZVPD def2/J DEFGRID3
* xyz 0 1
C 1.643 0.797 -0.028
C 0.716 1.561 0.498
C 1.262 -0.638 -0.358
C 0.252 -1.067 0.774
N -0.777 -0.141 1.080
Si -1.844 0.407 -0.123
H 2.631 1.125 -0.346
H 0.212 2.451 0.462
H 0.689 -0.544 -1.399
H 2.059 -1.317 -0.323
H -0.122 -2.055 0.225
H 0.682 -1.257 1.807
H -2.546 1.611 0.602
H -2.985 -0.468 -0.363
H -1.274 0.499 -1.449
*
```

Properties
HOMO-LUMO gap (spin up / spin down): 8.748 / 8.742 eV
HOMO (spin up / spin down): -9.04 / -9.04 eV

Charges obtained by natural (NBO) population analysis, quoted in units of e:
1. C -0.274
2. C 0.026
3. C -0.430
4. C -0.255
5. N -0.860
6. Si 1.063
7. H 0.254
8. H 0.208
9. H 0.234
10. H 0.223
11. H 0.203
12. H 0.207
13. H -0.170
14. H -0.212
15. H -0.219



Stability ranking, top and bottom: arrangement 1 is the most stable and arrangement 2 is the least stable.



Arrangement 1

Density functional theory data (ωB97M-V/def2-TZVPD) for the molecule C2H3N3O3.

The geometry in ORCA input format:
```
! RIJCOSX wB97M-V def2-TZVPD def2/J DEFGRID3
* xyz 0 1
O 2.036 -0.091 1.634
C 0.950 -0.080 0.974
N 0.266 -1.075 0.600
C -0.440 -0.774 -0.593
O -1.277 -1.400 -1.189
N -0.062 0.562 -1.086
O -1.402 1.204 -1.176
N 0.628 1.024 0.115
H 0.122 -2.004 1.219
H -2.041 0.887 -0.418
H 1.221 1.748 -0.079
*
```

Properties
HOMO-LUMO gap: 10.803 eV
HOMO: -10.54 eV
structure (SMILES): O=c1[nH]c(=O)n(O)[nH]1

Charges obtained by natural (NBO) population analysis, quoted in units of e:
1. O -0.603
2. C 0.742
3. N -0.648
4. C 0.743
5. O -0.514
6. N -0.004
7. O -0.552
8. N -0.498
9. H 0.472
10. H 0.458
11. H 0.404



Arrangement 2

Density functional theory data (ωB97M-V/def2-TZVPD) for the molecule C2H3N3O3.

The geometry in ORCA input format:
```
! RIJCOSX wB97M-V def2-TZVPD def2/J DEFGRID3
* xyz 0 1
N 2.139 0.122 0.050
C 0.905 -0.097 -0.118
N 0.058 -1.027 -0.077
N -1.129 -0.424 -0.017
O -2.128 -1.301 -0.204
C -1.201 0.883 -0.098
O -1.953 1.853 0.044
O 0.195 1.094 -0.243
H 2.408 1.087 -0.144
H 2.969 -0.598 0.078
H -2.261 -1.593 0.729
*
```

Properties
HOMO-LUMO gap: 9.272 eV
HOMO: -8.77 eV
structure (SMILES): Nc1nn(O)c(=O)o1

Charges obtained by natural (NBO) population analysis, quoted in units of e:
1. N -0.800
2. C 0.645
3. N -0.389
4. N -0.017
5. O -0.484
6. C 0.813
7. O -0.596
8. O -0.506
9. H 0.427
10. H 0.433
11. H 0.475



Stability ranking, top and bottom: arrangement 1 is the most stable and arrangement 2 is the least stable.



Arrangement 1

Density functional theory data (ωB97M-V/def2-TZVPD) for the molecule C2H3N3O3.

The geometry in ORCA input format:
```
! RIJCOSX wB97M-V def2-TZVPD def2/J DEFGRID3
* xyz 0 1
N 0.476 -1.372 1.240
C 0.543 -0.199 0.622
N 0.664 1.097 0.944
O 0.379 1.711 -0.090
N -0.087 0.891 -1.136
O -1.007 1.506 -1.843
C 0.003 -0.435 -0.606
O -0.196 -1.563 -1.014
H 0.763 -1.340 2.269
H 0.205 -2.085 0.727
H -1.743 1.787 -1.113
*
```

Properties
HOMO-LUMO gap: 8.688 eV
HOMO: -8.72 eV
structure (SMILES): Nc1non(O)c1=O

Charges obtained by natural (NBO) population analysis, quoted in units of e:
1. N -0.775
2. C 0.174
3. N -0.098
4. O -0.163
5. N 0.108
6. O -0.466
7. C 0.521
8. O -0.585
9. H 0.401
10. H 0.419
11. H 0.465



Arrangement 2

Density functional theory data (ωB97M-V/def2-TZVPD) for C2H3N3O3 as an isolated structure.

The geometry in ORCA input format:
```
! RIJCOSX wB97M-V def2-TZVPD def2/J DEFGRID3
* xyz 0 1
C 0.600 0.046 -0.251
C -1.228 1.118 0.117
H 3.413 -0.159 -0.288
H -2.027 1.749 0.487
H -2.066 -1.844 0.753
N 1.730 -0.651 -0.537
N 0.128 1.256 0.266
N -0.524 -0.804 -0.704
O 2.591 0.260 0.191
O -1.619 0.204 -0.874
O -0.998 -1.175 0.842
*
```

Properties
HOMO-LUMO gap: 8.475 eV
HOMO: -9.31 eV

Charges obtained by natural (NBO) population analysis, quoted in units of e:
1. C 0.401
2. C 0.457
3. H 0.481
4. H 0.216
5. H 0.483
6. N -0.102
7. N -0.491
8. N 0.142
9. O -0.566
10. O -0.373
11. O -0.648



Stability ranking, top and bottom: arrangement 1 is the most stable and arrangement 2 is the least stable.